{
  "formula": "C35H49Br8ClN5O3PS",
  "method": "ωB97M-V with the def2-TZVPD basis set",
  "homo_lumo_gap_ev": 8.3,
  "energy_ha": -23654.4675,
  "relative_energy_kj_mol": 0.0,
  "spin_multiplicity": 1,
  "elements": ["C", "C", "C", "C", "C", "C", "C", "C", "C", "C", "C", "N", "O", "C", "N", "C", "S", "C", "N", "C", "C", "C", "C", "C", "C", "N", "C", "O", "C", "C", "C", "C", "N", "C", "C", "P", "O", "Cl", "H", "H", "H", "H", "H", "H", "H", "H", "H", "H", "H", "H", "H", "H", "H", "H", "H", "H", "H", "H", "H", "H", "H", "H", "H", "H", "H", "H", "H", "H", "H", "H", "H", "Br", "C", "C", "Br", "H", "H", "H", "H", "Br", "C", "C", "Br", "H", "H", "H", "H", "Br", "C", "C", "Br", "H", "H", "H", "H", "Br", "C", "C", "Br", "H", "H", "H", "H"],
  "coordinates": [[-3.427105, 0.978430, -1.014580], [-4.017443, 0.247896, 0.210049], [-5.182641, -0.669158, -0.165442], [-4.702381, -1.985374, -0.811243], [-4.893389, -3.264447, 0.025401], [-3.645109, -4.169601, -0.039956], [-2.368346, -3.448765, 0.315409], [-1.344108, -3.271923, -0.691827], [-1.594115, -3.907666, -2.059169], [-0.418620, -4.167392, -3.013499], [-0.154157, -3.073601, -4.039622], [-0.585877, -1.782361, -3.769083], [0.389506, -3.355632, -5.088703], [-0.243045, -2.531363, -0.381320], [0.786024, -2.248269, -1.335554], [1.861120, -2.801433, -1.266422], [3.240827, -3.513570, -1.194361], [-0.048667, -1.959684, 0.896904], [1.072984, -1.215196, 1.120693], [1.197883, -0.730185, 2.314585], [2.386904, 0.120382, 2.631636], [2.203504, 1.486142, 2.788104], [3.302724, 2.265710, 3.113905], [4.510390, 1.604890, 3.262607], [4.599490, 0.240207, 3.057963], [3.547118, -0.513527, 2.742799], [0.232999, -0.984295, 3.342539], [0.475020, -0.460303, 4.556493], [0.318713, -1.381800, 5.648478], [1.054430, -0.844220, 6.865845], [0.835977, 0.655195, 7.123779], [-0.048671, 0.952239, 8.338672], [-0.833034, -1.683020, 3.137470], [-1.008627, -2.186154, 1.881296], [-2.177937, -2.932109, 1.586385], [-3.243948, -3.031398, 3.098426], [-4.309429, -1.841069, 2.717767], [-4.285193, -4.839533, 2.951246], [-3.591139, 2.053913, -0.961247], [-3.836592, 0.623365, -1.960890], [-2.343671, 0.849935, -1.055959], [-3.224227, -0.306658, 0.710274], [-4.401212, 1.005627, 0.895218], [-5.772625, -0.128333, -0.910520], [-5.854287, -0.861088, 0.670132], [-5.261393, -2.111686, -1.740386], [-3.663527, -1.841716, -1.116631], [-5.678464, -3.844338, -0.465881], [-5.255147, -3.092567, 1.033156], [-3.648717, -4.502771, -1.069941], [-3.760821, -5.080899, 0.542629], [-2.021339, -4.880379, -1.849013], [-2.323579, -3.293516, -2.592183], [0.500515, -4.453204, -2.507215], [-0.686233, -5.026090, -3.629846], [-1.033329, -1.691518, -2.869078], [0.151044, -1.096490, -3.851352], [1.223271, 1.927433, 2.671957], [3.207242, 3.336907, 3.273731], [5.402643, 2.150902, 3.541577], [5.559854, -0.245409, 3.171878], [0.749725, -2.338723, 5.347826], [-0.734990, -1.561165, 5.867684], [2.118779, -1.007388, 6.692298], [0.746243, -1.438640, 7.725731], [0.411798, 1.157648, 6.256691], [1.804753, 1.124019, 7.298951], [0.041597, 2.005879, 8.599637], [-1.099550, 0.762532, 8.114908], [0.229335, 0.338442, 9.194472], [-4.611243, -1.494515, 3.566825], [4.681815, 4.959631, 4.100524], [4.839855, 6.881526, 3.833266], [4.111827, 7.654186, 4.899964], [2.187262, 7.616181, 4.628760], [4.463769, 7.087595, 2.836917], [5.905672, 7.094957, 3.871014], [4.390477, 8.704624, 4.862584], [4.296257, 7.263792, 5.895157], [-0.435557, 2.013329, -3.593912], [1.016483, 2.692258, -4.693188], [1.580340, 1.627349, -5.594891], [2.674246, 0.369974, -4.594274], [1.756969, 3.095877, -4.010683], [0.585274, 3.499239, -5.283256], [2.237509, 2.067207, -6.342378], [0.812269, 1.040696, -6.088891], [-2.645827, 4.282191, -5.590372], [-3.375470, 2.710033, -6.468549], [-4.834377, 2.522605, -6.150868], [-5.093386, 1.833516, -4.350655], [-2.769769, 1.866224, -6.150947], [-3.235886, 2.879678, -7.533777], [-5.272926, 1.779932, -6.813280], [-5.396867, 3.447852, -6.217160], [6.497470, 1.859738, -7.421652], [5.716162, 0.211601, -6.738771], [6.766828, -0.745728, -6.248104], [7.694459, -1.624501, -7.714890], [5.113770, -0.203776, -7.539886], [5.070996, 0.518718, -5.919089], [6.305989, -1.547237, -5.675088], [7.525881, -0.256814, -5.646728]],
  "forces_ev_per_a": [[0.343, -0.079, 0.170], [-0.344, 0.377, -0.154], [0.226, -0.025, -0.441], [-0.572, 0.311, -0.013], [0.054, -0.411, -0.460], [-0.359, 0.216, -0.283], [0.395, -0.021, 0.114], [-0.746, -0.239, -0.124], [0.800, 0.129, 0.352], [-0.713, -0.020, -0.383], [0.325, -0.123, -0.390], [-0.153, -0.338, 0.333], [0.181, 0.227, 0.348], [0.398, 0.448, -0.309], [0.315, -0.783, 0.540], [-0.155, 0.523, 0.046], [0.138, -0.019, -0.161], [0.102, 0.007, -0.209], [-0.439, -0.166, 0.267], [0.460, 0.384, 0.065], [-0.443, -0.214, -0.208], [0.227, 0.234, 0.129], [-0.411, -0.429, -0.045], [0.446, 0.448, 0.107], [-0.215, 0.140, 0.035], [0.227, 0.075, 0.111], [-0.275, 0.063, -0.017], [0.331, -0.159, -0.050], [-0.231, -0.246, 0.443], [0.154, 0.373, -0.684], [-0.103, 0.065, 0.596], [-0.060, 0.024, -0.367], [0.067, -0.018, -0.143], [0.068, -0.001, 0.132], [-0.609, -0.330, -0.031], [0.735, 0.012, 0.472], [-0.065, -0.229, 0.170], [-0.170, 0.076, -0.125], [-0.145, 0.022, -0.068], [-0.011, -0.066, 0.019], [0.041, -0.029, -0.102], [-0.118, -0.092, 0.201], [0.182, -0.056, 0.222], [-0.133, 0.057, 0.081], [0.133, -0.080, 0.142], [0.100, -0.109, -0.089], [0.093, -0.117, 0.080], [-0.138, -0.045, 0.188], [0.235, 0.268, 0.030], [0.328, -0.007, -0.095], [-0.042, 0.130, 0.153], [-0.215, -0.034, -0.170], [-0.332, -0.269, 0.034], [0.038, 0.124, -0.050], [0.008, -0.083, 0.033], [0.129, 0.156, 0.034], [-0.066, 0.209, -0.445], [-0.062, -0.053, -0.006], [-0.119, -0.541, -0.219], [0.033, 0.005, -0.044], [-0.030, -0.201, -0.055], [-0.033, -0.052, -0.018], [-0.112, 0.208, -0.178], [0.036, -0.119, 0.124], [0.084, -0.042, 0.065], [0.064, -0.093, -0.141], [0.057, -0.017, -0.054], [-0.064, 0.007, 0.168], [-0.039, -0.081, 0.047], [0.062, 0.074, 0.093], [-0.189, 0.158, -0.110], [0.293, 0.606, 0.161], [0.187, -0.118, 0.104], [-0.161, 0.116, -0.074], [0.019, -0.048, 0.044], [-0.032, 0.026, 0.006], [-0.003, 0.018, 0.025], [0.032, -0.005, -0.025], [0.037, -0.019, -0.003], [0.058, -0.095, 0.071], [-0.231, 0.056, -0.010], [0.160, 0.011, 0.001], [-0.128, -0.130, 0.100], [0.054, -0.013, -0.034], [-0.029, -0.025, -0.017], [0.016, 0.025, 0.030], [-0.045, 0.023, 0.017], [-0.004, 0.055, -0.033], [0.091, 0.121, -0.051], [-0.058, -0.192, 0.090], [-0.004, 0.083, -0.025], [-0.025, -0.023, 0.032], [-0.046, -0.004, -0.008], [0.030, -0.002, -0.024], [0.020, 0.024, -0.020], [-0.021, -0.031, -0.053], [0.043, 0.213, 0.078], [-0.007, -0.182, -0.092], [0.036, 0.050, 0.023], [0.006, -0.047, 0.007], [0.068, -0.057, -0.036], [-0.038, 0.019, 0.002], [-0.017, 0.033, 0.014]],
  "mulliken_charge": [-0.97, 0.18, -1.24, 0.43, -1.13, -1.90, 0.34, 1.01, -1.33, -1.13, 0.57, -0.21, -0.64, 0.63, -0.31, 0.36, -0.39, 0.83, -0.40, 0.07, 0.44, -0.81, -0.08, -0.04, -0.54, -0.57, 0.26, -0.23, -0.53, -0.87, -0.08, -1.36, -0.40, -0.43, 0.68, 0.01, -0.39, -0.30, 0.37, 0.07, 0.14, -0.33, 0.55, 0.48, 0.42, 0.45, -0.58, 0.69, 0.54, 0.17, 0.51, 0.91, 0.24, 0.37, 0.40, 0.02, 0.21, 0.45, 0.31, 0.29, 0.41, 0.40, 0.31, 0.31, 0.46, 0.19, 0.33, 0.36, 0.31, 0.35, 0.30, -0.11, -0.62, -0.58, -0.13, 0.39, 0.34, 0.35, 0.38, -0.09, -0.57, -0.65, -0.11, 0.40, 0.31, 0.39, 0.39, -0.14, -0.54, -0.59, -0.08, 0.31, 0.37, 0.35, 0.37, -0.14, -0.22, -0.58, -0.15, 0.41, -0.11, 0.35, 0.40]
}

=====

{
  "formula": "C6H16N2O",
  "method": "ωB97M-V with the def2-TZVPD basis set",
  "homo_lumo_gap_ev": 9.3,
  "energy_ha": -422.9040,
  "relative_energy_kj_mol": 217.2,
  "smiles": "CNCC[C@@H](CN)CO",
  "spin_multiplicity": 1,
  "elements": ["C", "N", "C", "C", "C", "C", "N", "C", "O", "H", "H", "H", "H", "H", "H", "H", "H", "H", "H", "H", "H", "H", "H", "H", "H"],
  "coordinates": [[-2.839968, 0.362341, -0.446102], [-1.487807, -0.023302, -0.731930], [-1.027408, -1.026703, 0.235208], [-0.047887, -0.601412, 1.344033], [1.198043, 0.146135, 0.850740], [2.185153, -0.534442, -0.262373], [1.879574, -0.803492, -1.553345], [1.002118, 1.620212, 0.529001], [0.555760, 1.870749, -0.809769], [-3.538246, -0.401136, -0.718610], [-2.969584, 0.483882, 0.638443], [-3.057138, 1.353936, -0.895901], [-1.487073, -0.463326, -1.657619], [-1.814363, -1.632357, 0.756560], [-0.455464, -1.761683, -0.330659], [-0.507210, 0.139422, 2.017737], [0.232137, -1.577909, 1.806028], [1.765702, 0.240539, 1.793701], [2.614318, -1.353678, 0.248202], [3.033500, 0.170245, -0.175983], [1.414964, -0.098225, -2.028838], [1.492500, -1.730356, -1.688938], [1.881721, 2.205631, 0.721523], [0.276517, 2.007021, 1.187858], [-0.299850, 1.407914, -0.828970]],
  "forces_ev_per_a": [[-0.420, 1.608, 0.774], [0.255, -0.842, 0.159], [0.704, -1.248, 0.306], [-0.208, 0.534, -1.276], [1.120, -0.361, -0.431], [0.848, 2.791, 4.895], [-0.171, -2.570, -1.811], [-0.498, -0.560, -1.322], [0.444, 0.148, 0.441], [-0.763, -0.344, -0.473], [0.178, 0.133, -0.199], [-0.196, -0.727, 0.044], [0.213, 0.322, 0.441], [-0.024, 0.687, -0.715], [-0.052, -0.164, -0.133], [-0.199, -0.773, 0.348], [-0.152, 0.963, 0.233], [0.501, -0.433, -0.369], [0.227, -1.528, 0.281], [-0.138, 0.093, -0.438], [-1.036, 1.371, -0.993], [-0.109, 0.418, -0.250], [0.718, 0.046, -0.279], [-1.127, 0.635, 1.149], [-0.115, -0.198, -0.383]],
  "mulliken_charge": [-1.05, -0.27, -0.79, -0.71, 0.54, -1.17, -0.44, -1.06, -0.62, 0.39, 0.34, 0.29, 0.23, 0.32, 0.39, 0.28, 0.32, 0.28, 0.49, 0.37, 0.28, 0.25, 0.45, 0.39, 0.51]
}

=====

{
  "formula": "C24H19BrCoN4O2S3",
  "method": "ωB97M-V with the def2-TZVPD basis set",
  "homo_lumo_gap_ev": [6.3, 6.9],
  "energy_ha": -6446.7240,
  "relative_energy_kj_mol": 116.2,
  "spin_multiplicity": 2,
  "elements": ["Co", "O", "C", "C", "C", "C", "C", "C", "C", "O", "N", "N", "C", "C", "Br", "C", "C", "C", "C", "C", "C", "C", "H", "H", "H", "H", "H", "H", "H", "H", "H", "H", "H", "H", "H", "H", "S", "C", "S", "C", "N", "N", "C", "C", "C", "C", "C", "C", "S", "H", "H", "H", "H", "H"],
  "coordinates": [[-0.302842, -0.774792, 1.375588], [0.124970, 4.609941, 0.640289], [0.768851, 4.091868, 1.729234], [1.146154, 4.894746, 2.800028], [1.788296, 4.341187, 3.894831], [2.069439, 2.983659, 3.928891], [1.699321, 2.189749, 2.855720], [1.046345, 2.726087, 1.755050], [0.473929, 1.810528, 0.684551], [-0.543369, 1.047380, 1.175263], [1.553823, 0.912793, 0.157689], [1.225068, -0.348138, 0.059073], [1.890012, -1.306976, -0.472922], [1.309919, -2.631636, -0.462866], [-0.640022, -2.628006, -0.219929], [1.889630, -3.826023, -0.584767], [3.321306, -4.118691, -0.507688], [4.218610, -3.310561, 0.197084], [5.546402, -3.681851, 0.323462], [6.003470, -4.859848, -0.249257], [5.121639, -5.673300, -0.947404], [3.792689, -5.309875, -1.067496], [-0.069258, 5.538113, 0.798376], [0.921943, 5.956462, 2.776607], [2.064775, 4.976146, 4.726404], [2.553433, 2.551792, 4.795114], [1.913114, 1.126722, 2.859735], [0.114831, 2.425117, -0.150063], [2.353927, 1.288406, -0.331833], [2.846086, -1.163604, -0.970888], [1.247247, -4.690485, -0.705320], [3.861953, -2.420451, 0.698715], [6.227196, -3.060927, 0.891069], [7.038505, -5.153240, -0.134112], [5.469602, -6.599959, -1.384598], [3.098546, -5.950137, -1.598886], [1.355593, 1.525454, 7.748630], [0.817961, 0.599821, 6.495683], [1.849649, -0.330526, 5.440885], [0.443816, -0.784591, 4.461003], [-0.651124, -0.297950, 4.914913], [-0.459437, 0.453023, 6.037256], [-1.611441, 1.043561, 6.638539], [-2.468031, 1.792088, 5.846434], [-3.575128, 2.392755, 6.424718], [-3.824365, 2.244223, 7.780834], [-2.978046, 1.464731, 8.556360], [-1.870555, 0.857824, 7.988276], [0.631122, -1.828638, 3.112450], [-2.257387, 1.907639, 4.791368], [-4.241320, 2.987908, 5.813770], [-4.675597, 2.735625, 8.233629], [-3.175830, 1.324414, 9.610957], [-1.205125, 0.250045, 8.582948]],
  "forces_ev_per_a": [[-0.201, 0.975, -0.652], [-0.057, -0.067, -0.084], [0.161, -0.093, 0.213], [-0.017, 0.063, -0.033], [-0.051, 0.060, -0.020], [0.053, -0.097, 0.051], [0.083, 0.058, -0.010], [-0.218, 0.008, -0.231], [0.327, 0.252, 0.067], [-0.106, -0.549, 0.597], [-0.107, 0.161, 0.071], [-0.078, -0.425, 0.203], [0.099, 0.451, -0.200], [-0.305, -0.376, -0.029], [0.550, -0.364, 0.026], [-0.277, 0.045, 0.042], [0.305, -0.003, -0.005], [-0.101, -0.038, 0.012], [0.073, 0.007, -0.006], [-0.014, -0.005, -0.015], [0.051, -0.021, 0.002], [-0.108, 0.105, -0.034], [0.013, 0.036, 0.016], [0.014, -0.005, -0.004], [-0.005, -0.019, 0.010], [0.019, -0.008, -0.020], [-0.040, -0.014, 0.038], [-0.044, -0.098, 0.027], [0.041, -0.077, -0.051], [-0.005, 0.002, 0.014], [-0.018, 0.014, 0.069], [0.019, -0.019, 0.030], [-0.023, 0.019, 0.001], [0.002, 0.008, -0.015], [-0.010, 0.003, -0.008], [0.020, -0.028, 0.008], [0.080, 0.023, 0.091], [-0.157, 0.033, -0.185], [-0.505, -0.098, -0.106], [0.479, 0.476, 0.804], [-0.438, -0.128, -0.348], [0.558, -0.039, 0.262], [-0.158, 0.101, -0.022], [0.074, 0.043, -0.026], [-0.040, 0.030, -0.022], [0.005, -0.018, 0.021], [0.000, -0.002, 0.024], [0.075, -0.047, -0.090], [-0.057, -0.322, -0.478], [0.021, -0.018, -0.004], [0.012, -0.002, -0.009], [-0.023, -0.032, -0.011], [-0.009, 0.023, -0.003], [0.040, 0.016, 0.023]],
  "mulliken_charge": [0.18, -0.60, 0.83, -0.68, -0.74, -0.78, 0.02, -0.09, 0.23, -0.76, -0.44, 0.30, -0.18, 0.34, -0.14, -0.96, 0.68, -0.37, -0.65, -0.42, -0.53, -0.49, 0.30, 0.26, 0.41, 0.43, 0.42, 0.43, 0.28, 0.65, 0.34, 0.53, 0.39, 0.37, 0.37, 0.37, -0.31, 0.15, -0.09, 0.39, -0.84, 0.75, 0.12, -0.29, -0.60, -0.45, -0.60, -0.29, -0.30, 0.52, 0.36, 0.37, 0.36, 0.44]
}

=====

{
  "formula": "C4H6N2",
  "method": "ωB97M-V with the def2-TZVPD basis set",
  "homo_lumo_gap_ev": 9.6,
  "energy_ha": -265.4030,
  "relative_energy_kj_mol": 348.2,
  "smiles": "C=NC(C)=C=N",
  "spin_multiplicity": 1,
  "elements": ["C", "N", "C", "C", "C", "N", "H", "H", "H", "H", "H", "H"],
  "coordinates": [[0.520341, 1.942479, 0.646487], [0.728949, 0.763192, 0.977696], [-0.030422, -0.398255, 0.025925], [-0.884228, -1.321161, 0.811249], [0.221677, -0.316353, -1.232316], [0.407856, -0.167184, -2.426441], [-0.158985, 2.113558, -0.141838], [1.096579, 2.682558, 1.332316], [-1.638017, -0.784761, 1.425579], [-0.053960, -1.916880, 1.372926], [-1.332360, -1.958545, 0.032904], [1.122570, -0.638649, -2.824487]],
  "forces_ev_per_a": [[1.332, 0.905, 1.893], [-0.672, -4.213, -1.301], [1.017, 3.715, 2.821], [1.863, -0.953, -0.219], [0.063, -0.102, -0.185], [-2.956, 2.061, 0.872], [-0.568, 1.265, -1.019], [-1.370, -0.662, -1.602], [0.663, -0.603, -0.232], [-2.163, 0.684, -0.239], [-0.250, -0.148, 0.772], [3.039, -1.949, -1.561]],
  "mulliken_charge": [-0.30, -0.42, -0.06, -0.88, 0.60, -0.58, 0.32, 0.24, 0.29, 0.23, 0.29, 0.27]
}